Entry 1:
{"formula": "C4H12N2O", "method": "the ωB97M-V functional and the def2-TZVPD basis", "elements": ["C", "C", "C", "C", "N", "N", "H", "H", "H", "H", "H", "H", "H", "H", "H", "H", "H", "H", "O"], "xyz": [[2.209, 0.667, -1.142], [1.834, 0.494, 0.322], [0.357, 0.392, 0.592], [-0.148, -0.599, 1.363], [-1.542, -0.860, 1.525], [-0.465, 1.394, -0.080], [3.199, 0.240, -1.381], [2.215, 1.708, -1.455], [1.523, 0.115, -1.791], [2.138, 1.404, 0.858], [2.187, -0.357, 0.950], [0.517, -1.289, 1.857], [-1.764, -1.083, 2.483], [-1.748, -1.590, 0.854], [-1.453, 1.306, 0.136], [-0.152, 2.263, 0.347], [-2.486, -0.753, -2.321], [-1.024, -0.853, -1.676], [-1.804, -1.324, -1.972]], "atomic_forces_ev_per_a": [[0.5, -1.2, -0.4], [-0.7, 0.5, 1.7], [-1.6, -0.3, -0.2], [0.3, 0.8, -0.6], [0.4, 0.8, -0.6], [1.0, -0.6, 0.8], [-0.2, 0.3, 0.3], [-0.1, 0.0, 0.1], [-0.1, 0.1, 0.0], [0.3, -0.1, 0.0], [0.7, 0.5, -1.1], [0.5, -0.2, -0.1], [-0.2, -0.4, -0.1], [-0.7, -0.2, 0.4], [0.1, -0.4, 0.2], [-0.1, 0.3, -0.5], [0.3, 0.6, 0.1], [-0.2, 0.7, -0.1], [-0.1, -1.2, 0.1]], "orbital_gap_ev": 9.3}

=====

Entry 2:
{"formula": "C4H6N2S", "method": "the ωB97M-V functional and the def2-TZVPD basis", "elements": ["C", "C", "C", "C", "N", "N", "S", "H", "H", "H", "H", "H", "H"], "xyz": [[-1.998, 1.189, -0.007], [-0.518, -0.711, -0.190], [0.083, -1.887, -0.057], [1.524, 0.652, 0.061], [-0.801, 1.599, 0.016], [0.107, 0.650, -0.263], [-2.238, -0.610, -0.042], [-2.762, 1.831, 0.229], [-0.383, -2.860, -0.179], [1.158, -2.104, 0.092], [2.146, -0.154, -0.446], [1.893, 1.696, -0.281], [1.788, 0.708, 1.066]], "atomic_forces_ev_per_a": [[1.2, -2.0, 0.4], [1.2, 0.9, 0.4], [2.0, -1.4, -0.3], [1.0, 3.0, -2.7], [0.6, 0.9, -0.3], [-0.9, -4.8, 0.2], [-0.2, 1.9, -0.6], [-1.8, 1.3, 0.2], [-0.8, 0.4, 0.2], [-0.5, 1.0, -0.3], [-1.4, 1.1, 0.4], [-0.3, -1.7, 0.0], [-0.1, -0.6, 2.2]], "orbital_gap_ev": 8.6}

=====

Entry 3:
{"formula": "C3H4NO2S", "method": "the ωB97M-V functional and the def2-TZVPD basis", "elements": ["C", "C", "C", "N", "O", "O", "S", "H", "H", "H", "H"], "xyz": [[-0.271, -1.912, -0.684], [0.198, 0.278, -0.275], [-0.375, 0.883, 1.128], [0.611, -0.999, -0.561], [1.044, 1.260, -0.980], [-1.151, 0.693, -0.037], [0.372, 2.380, 1.524], [0.123, -2.893, -0.935], [-1.350, -1.757, -0.711], [-0.752, 0.232, 1.932], [1.550, 1.835, -0.401]], "atomic_forces_ev_per_a": [[0.6, -0.1, -0.6], [1.0, 4.1, 1.9], [1.6, -1.1, -1.0], [-1.0, -0.7, 0.0], [-1.9, -2.9, -0.8], [0.0, -0.2, -2.0], [-0.3, 0.8, 1.0], [-0.2, -0.2, 0.2], [0.0, 0.2, 0.3], [0.6, 0.0, -0.3], [-0.5, 0.2, 1.3]], "charge": -1, "orbital_gap_ev": 6.9}

=====

Entry 4:
{"formula": "F5N2", "method": "the ωB97M-V functional and the def2-TZVPD basis", "elements": ["N", "N", "F", "F", "F", "F", "F"], "xyz": [[0.864, 0.020, 0.046], [-0.440, 0.153, -0.442], [0.906, 0.177, 1.336], [1.615, -1.100, -0.298], [-0.759, -0.669, -1.358], [-1.554, 0.072, 1.611], [-0.634, 1.347, -0.895]], "atomic_forces_ev_per_a": [[3.4, -0.5, -0.2], [-1.2, -0.6, 2.1], [-0.3, -0.2, -0.4], [-2.5, 1.6, 0.6], [-0.1, -1.0, -0.6], [0.9, 0.0, -2.0], [-0.2, 0.7, 0.4]], "charge": 1, "orbital_gap_ev": [6.5, 6.3]}

=====

Entry 5:
{"formula": "C50H126N8O17", "method": "the ωB97M-V functional and the def2-TZVPD basis", "elements": ["C", "C", "O", "H", "H", "H", "H", "H", "H", "C", "O", "C", "C", "N", "C", "C", "O", "C", "H", "H", "H", "H", "H", "H", "H", "H", "H", "H", "H", "H", "H", "H", "H", "C", "O", "C", "C", "N", "C", "C", "O", "C", "H", "H", "H", "H", "H", "H", "H", "H", "H", "H", "H", "H", "H", "H", "H", "C", "O", "C", "C", "N", "C", "C", "O", "C", "H", "H", "H", "H", "H", "H", "H", "H", "H", "H", "H", "H", "H", "H", "H", "C", "O", "C", "C", "N", "C", "C", "O", "C", "H", "H", "H", "H", "H", "H", "H", "H", "H", "H", "H", "H", "H", "H", "H", "C", "O", "C", "C", "N", "C", "C", "O", "C", "H", "H", "H", "H", "H", "H", "H", "H", "H", "H", "H", "H", "H", "H", "H", "C", "O", "C", "C", "N", "C", "C", "O", "C", "H", "H", "H", "H", "H", "H", "H", "H", "H", "H", "H", "H", "H", "H", "H", "C", "O", "C", "C", "N", "C", "C", "O", "C", "H", "H", "H", "H", "H", "H", "H", "H", "H", "H", "H", "H", "H", "H", "H", "C", "O", "C", "C", "N", "C", "C", "O", "C", "H", "H", "H", "H", "H", "H", "H", "H", "H", "H", "H", "H", "H", "H", "H"], "xyz": [[1.719, 2.898, -2.715], [1.475, 2.487, -1.262], [0.255, 2.894, -0.926], [1.920, 3.963, -2.834], [0.944, 2.674, -3.448], [2.562, 2.307, -3.073], [2.048, 3.160, -0.624], [1.360, 1.429, -1.025], [0.229, 3.843, -1.065], [2.792, -0.233, 4.227], [3.650, -1.388, 4.527], [4.525, -1.746, 3.455], [5.958, -2.060, 3.978], [6.875, -0.993, 4.457], [6.513, -0.687, 5.873], [7.195, 0.623, 6.210], [6.503, 1.817, 5.979], [5.494, 1.872, 6.983], [3.390, 0.675, 4.145], [2.136, -0.143, 5.093], [2.324, -0.319, 3.246], [4.623, -0.935, 2.733], [3.988, -2.486, 2.860], [6.389, -2.501, 3.079], [5.887, -2.774, 4.798], [6.735, -0.050, 4.122], [6.669, -1.502, 6.580], [5.453, -0.587, 6.106], [8.091, 0.676, 5.592], [7.700, 0.477, 7.165], [4.894, 0.985, 7.187], [4.866, 2.736, 6.764], [5.898, 2.082, 7.973], [-3.923, -3.309, -1.147], [-4.722, -2.223, -1.726], [-4.880, -1.102, -0.848], [-5.571, 0.092, -1.557], [-4.592, 0.859, -2.289], [-4.594, 0.763, -3.790], [-3.653, 1.824, -4.393], [-3.405, 1.570, -5.807], [-2.254, 2.200, -6.287], [-4.378, -3.749, -0.259], [-3.008, -2.819, -0.816], [-3.593, -4.016, -1.909], [-3.938, -0.821, -0.378], [-5.515, -1.473, -0.043], [-6.081, 0.785, -0.887], [-6.410, -0.220, -2.179], [-3.753, 1.171, -1.821], [-5.583, 0.767, -4.248], [-4.172, -0.187, -4.119], [-2.674, 1.705, -3.929], [-3.927, 2.846, -4.131], [-2.154, 3.221, -5.920], [-2.281, 2.252, -7.376], [-1.373, 1.613, -6.029], [0.252, 0.232, 4.482], [-0.244, -0.710, 5.347], [0.083, -2.048, 4.974], [-0.601, -2.421, 3.643], [-2.021, -2.554, 3.776], [-2.704, -2.704, 2.410], [-4.201, -2.578, 2.635], [-4.740, -2.647, 1.292], [-6.189, -2.647, 1.095], [1.340, 0.295, 4.500], [-0.149, 1.085, 5.029], [-0.159, 0.256, 3.472], [-0.132, -2.721, 5.804], [1.130, -2.070, 4.671], [-0.349, -3.426, 3.303], [-0.301, -1.690, 2.892], [-2.387, -1.735, 4.240], [-2.560, -3.678, 1.941], [-2.320, -1.968, 1.703], [-4.417, -1.627, 3.121], [-4.605, -3.391, 3.239], [-6.496, -2.209, 0.145], [-6.515, -2.103, 1.981], [-6.473, -3.689, 1.239], [-1.443, 1.945, 1.595], [-2.496, 1.260, 0.807], [-2.024, 0.526, -0.342], [-1.853, -1.025, -0.060], [-0.739, -1.452, 0.847], [0.589, -1.150, 0.298], [1.751, -1.280, 1.333], [1.761, -0.284, 2.341], [2.340, 0.944, 1.870], [-1.913, 2.589, 2.338], [-0.748, 2.508, 0.972], [-1.028, 1.135, 2.195], [-1.118, 0.977, -0.746], [-2.723, 0.600, -1.175], [-1.736, -1.558, -1.004], [-2.824, -1.370, 0.293], [-0.567, -0.814, 1.610], [0.741, -0.109, 0.012], [0.597, -1.882, -0.509], [2.662, -1.328, 0.736], [1.510, -2.252, 1.763], [2.066, 1.808, 2.475], [2.115, 1.320, 0.872], [3.418, 0.789, 1.844], [1.209, 5.960, -0.955], [0.649, 5.081, -1.996], [-0.389, 5.682, -2.721], [-1.102, 4.589, -3.626], [-1.709, 3.337, -2.967], [-2.544, 3.716, -1.852], [-3.387, 2.555, -1.329], [-3.957, 3.102, -0.134], [-4.661, 2.083, 0.563], [1.856, 6.760, -1.315], [1.807, 5.369, -0.261], [0.410, 6.389, -0.350], [-0.117, 6.493, -3.395], [-1.263, 5.923, -2.117], [-0.375, 4.328, -4.395], [-1.938, 5.072, -4.134], [-1.017, 2.639, -2.733], [-3.214, 4.501, -2.204], [-1.970, 4.091, -1.004], [-2.736, 1.699, -1.151], [-4.100, 2.221, -2.083], [-5.025, 2.427, 1.531], [-3.948, 1.279, 0.746], [-5.479, 1.618, 0.013], [2.544, -2.300, -1.004], [3.759, -2.274, -1.704], [4.022, -3.507, -2.385], [3.143, -3.568, -3.554], [3.076, -4.739, -4.395], [2.349, -5.850, -3.815], [0.786, -5.657, -3.963], [0.154, -4.842, -2.963], [-1.023, -4.227, -3.314], [2.489, -1.508, -0.257], [2.301, -3.288, -0.613], [1.704, -2.019, -1.640], [3.800, -4.356, -1.739], [5.081, -3.688, -2.572], [3.322, -2.717, -4.211], [2.120, -3.389, -3.220], [2.966, -4.616, -5.391], [2.677, -6.331, -2.894], [2.715, -6.661, -4.444], [0.309, -6.636, -3.914], [0.595, -5.323, -4.982], [-0.854, -3.690, -4.247], [-1.547, -3.572, -2.617], [-1.718, -4.983, -3.681], [0.026, 1.353, -2.335], [-0.338, -0.018, -2.007], [-1.524, -0.563, -2.627], [-1.375, -0.829, -4.158], [-2.582, -1.352, -4.820], [-3.106, -2.601, -4.238], [-3.400, -3.743, -5.319], [-4.470, -4.553, -4.851], [-4.933, -5.584, -5.619], [0.862, 1.666, -1.710], [-0.823, 2.027, -2.226], [0.242, 1.233, -3.397], [-2.330, 0.139, -2.415], [-1.820, -1.490, -2.136], [-0.560, -1.554, -4.156], [-1.017, 0.006, -4.759], [-2.442, -1.563, -5.798], [-4.018, -2.184, -3.810], [-2.438, -3.089, -3.528], [-2.501, -4.327, -5.517], [-3.774, -3.243, -6.212], [-4.902, -5.562, -6.708], [-5.963, -5.848, -5.380], [-4.354, -6.460, -5.329], [-0.533, 3.216, 2.788], [0.721, 3.226, 3.328], [0.898, 3.279, 4.808], [2.414, 3.544, 5.073], [3.137, 2.440, 4.476], [4.567, 2.745, 4.308], [4.904, 3.419, 2.923], [4.569, 2.368, 2.017], [4.891, 2.657, 0.647], [-0.951, 4.221, 2.844], [-1.087, 2.474, 3.365], [-0.440, 3.097, 1.709], [0.651, 2.300, 5.219], [0.246, 4.068, 5.183], [2.659, 3.543, 6.135], [2.651, 4.517, 4.644], [2.760, 2.387, 3.541], [5.246, 1.910, 4.480], [4.840, 3.555, 4.984], [5.987, 3.515, 2.848], [4.340, 4.345, 2.811], [5.964, 2.801, 0.522], [4.394, 3.494, 0.157], [4.736, 1.755, 0.053]], "atomic_forces_ev_per_a": [[2.8, 0.0, -1.5], [6.5, 7.5, 3.1], [-4.0, 3.3, 4.9], [0.6, -0.7, 0.3], [0.3, 0.7, 0.6], [0.4, 0.0, -0.2], [1.7, -0.6, 0.4], [4.8, -0.2, 3.3], [-0.3, 0.6, -0.2], [5.9, -1.2, 4.9], [0.6, 0.1, -0.3], [-0.3, 1.3, 1.3], [-0.6, 0.1, -1.5], [-1.7, -0.5, 1.8], [-0.5, 0.3, 0.1], [2.7, -1.4, -0.3], [-0.7, -1.2, 1.9], [-0.3, 1.5, 0.8], [0.3, -1.0, 0.7], [2.7, -1.0, 1.0], [2.1, -1.6, 5.1], [0.1, 0.7, 0.0], [0.7, -1.0, 0.0], [0.5, -0.4, 0.2], [0.1, -0.2, -0.2], [-0.3, -0.2, -1.5], [1.2, -0.2, -0.2], [-0.5, 0.3, -1.0], [0.0, 0.0, -0.5], [-0.6, 0.9, 0.9], [-0.1, -0.2, -0.9], [-0.2, -0.4, 0.0], [0.7, 0.2, 0.1], [0.3, 1.4, -0.4], [0.3, -0.7, 0.0], [-1.5, 0.3, 0.1], [0.9, -1.0, -0.4], [-3.7, -3.6, -3.8], [1.1, -0.4, 0.3], [0.7, -1.4, -0.4], [-1.5, 0.3, 0.8], [0.0, 0.1, -0.1], [0.0, -0.3, -0.7], [-0.1, -0.6, 0.2], [-0.8, 0.0, -0.2], [-0.9, 0.3, -0.7], [1.4, 2.1, -1.1], [-0.1, -0.9, 0.2], [0.4, -0.4, -0.5], [-1.5, -3.1, -1.1], [-0.3, 0.5, 0.5], [0.0, 0.1, 0.0], [-0.2, -0.1, 0.2], [-0.3, 0.3, -0.6], [0.1, 0.1, 0.2], [-0.3, -0.1, 0.0], [0.4, 0.1, 0.2], [-2.3, 2.9, 0.7], [-0.4, -2.6, 0.8], [0.2, 0.0, -1.7], [-0.2, -0.7, 1.1], [-1.5, -0.2, -1.5], [-0.1, 0.4, 2.1], [-0.2, -0.1, -1.3], [-0.4, 0.3, 0.4], [1.0, -1.5, 3.2], [-3.2, 1.0, -1.1], [-0.2, 0.2, -0.8], [-0.2, -0.4, 0.1], [-0.1, 0.1, -0.1], [0.4, -0.3, 0.7], [1.1, 0.1, -0.1], [0.1, -0.5, 0.6], [-0.2, 0.3, -0.1], [0.5, -0.2, 0.4], [-0.8, -0.6, 1.0], [-0.3, 0.3, 0.0], [0.1, -0.1, 0.1], [-0.7, -1.0, 0.7], [-0.9, 0.3, -0.4], [-0.5, 0.0, -0.4], [-4.8, -4.6, -4.5], [4.2, -1.6, -0.2], [1.3, -2.4, 3.0], [1.2, 1.4, 1.3], [1.1, 1.9, -0.4], [-0.2, -0.4, 0.1], [-2.1, -1.1, 0.2], [-5.9, 0.9, -10.9], [0.8, 0.5, -1.0], [-2.7, -0.8, -2.7], [-2.0, -3.2, -3.1], [0.8, 0.3, -0.4], [-0.7, -0.1, 1.3], [0.6, -2.4, 2.2], [0.4, 0.1, 2.6], [1.0, 0.0, 0.7], [-2.0, 0.3, 0.8], [-0.6, 0.1, -0.9], [0.6, 0.8, 0.2], [0.4, 0.9, 3.5], [0.8, -0.1, 0.7], [-0.4, -1.0, -0.1], [-0.7, -0.9, -0.2], [-0.3, 0.0, 0.3], [-0.4, -0.4, 0.0], [0.5, 2.9, 1.4], [-2.7, -1.8, -1.2], [0.4, -1.1, 0.7], [0.2, 4.6, -1.8], [0.0, -0.5, 0.0], [2.1, 6.6, 0.3], [-0.7, -0.8, -0.4], [-1.5, -0.3, 0.1], [-0.2, -0.1, -0.5], [0.0, -0.4, -0.3], [-0.2, 0.1, -0.2], [0.4, 0.2, 0.3], [0.5, 0.9, 0.8], [-0.2, -0.5, -0.1], [0.0, 0.3, 0.0], [-1.4, 4.3, -3.2], [-0.1, 0.2, 0.2], [0.1, 0.4, 0.3], [-0.5, 3.6, 0.0], [-0.4, 4.0, 0.7], [0.1, 0.4, -0.1], [-1.9, 0.3, 0.3], [0.0, 1.4, 0.4], [-0.1, 0.3, -2.2], [1.1, -0.7, 0.0], [0.5, -0.6, 1.2], [-2.0, 1.0, -2.6], [1.6, -0.6, 1.9], [-1.1, -0.2, -2.0], [0.3, -1.0, 0.7], [2.1, -0.2, 1.2], [0.2, -1.1, -2.1], [1.0, -1.5, -3.5], [0.1, -0.1, 0.5], [0.3, -0.3, -0.8], [-0.4, -0.1, 0.5], [0.2, 0.9, -0.3], [0.4, 0.2, 0.0], [-0.1, 0.2, 0.4], [-0.1, 0.1, 0.4], [0.0, 1.3, 0.7], [-1.0, -0.5, -0.6], [-0.1, -0.3, 0.1], [0.0, 0.6, -0.1], [0.2, 0.7, 0.0], [1.5, -0.7, 1.0], [-0.7, -0.3, 0.5], [-4.7, -7.0, -5.0], [0.1, -1.8, -1.3], [0.3, 1.6, -3.0], [0.5, -0.6, 0.1], [1.1, -0.9, 0.1], [-1.1, -0.5, -1.0], [-1.1, 1.5, 0.7], [0.2, 1.9, 1.0], [0.1, -2.2, -0.2], [-5.9, -6.7, -6.6], [1.9, -5.6, 3.2], [0.0, 0.2, -0.1], [0.1, -0.6, -1.2], [0.4, 0.4, -2.1], [0.4, -0.2, -0.3], [-0.1, 0.3, 0.4], [0.6, 0.7, -0.2], [-0.3, -1.5, 0.5], [-1.5, 1.4, -0.5], [0.0, -0.1, -0.2], [0.3, 0.0, -0.5], [0.3, 0.9, -0.2], [-0.1, 0.5, 0.3], [0.1, -0.6, -0.3], [3.1, 3.9, 4.9], [3.6, 0.5, 2.2], [0.7, 0.4, -1.1], [-1.4, -0.2, -0.3], [0.7, 2.0, -0.2], [0.1, 1.9, -1.2], [0.0, -2.6, 1.3], [0.0, 1.5, -1.8], [0.8, -0.8, 0.2], [-0.9, 0.3, 0.5], [0.9, 1.1, 1.0], [2.4, 2.3, 3.6], [0.1, 0.8, 0.1], [0.1, 0.1, 0.2], [-0.4, 0.2, 0.2], [0.2, 0.3, 0.0], [0.3, -0.1, 0.4], [-0.6, 0.1, -0.3], [0.1, -0.3, 0.5], [0.1, 0.8, 0.2], [0.0, 0.1, -0.4], [0.3, 0.4, 0.3], [-0.4, 0.2, 0.5], [-0.5, -0.1, 0.1]], "orbital_gap_ev": 7.2}